No. 1
14
Properties=species:S:1:pos:R:3:forces:R:3:nbo_charge:R:1 method="wB97M-V/def2-TZVPD" spin_multiplicity=1 e_above_lowest_kcal_mol=54.91 homo_ev=-9.484 total_charge=0 e_lumo_ev=0.75 homo_lumo_gap_ev=10.231
C -1.47273 0.03414 -0.56989 -0.6893 0.3731 1.3440 -0.613
C -0.84726 -0.29731 1.01772 -0.5534 0.0098 -1.3034 -0.210
N 0.51680 0.15426 1.14131 0.1549 -0.0935 -0.2765 -0.586
C 1.18040 -0.11330 -0.01838 0.0418 -0.2457 -0.2676 0.298
N 0.65040 -0.97968 -0.79179 1.3968 -0.3342 0.0229 -0.646
C 2.33098 0.69917 -0.33453 1.0318 0.6593 -0.3760 0.212
N 3.26322 1.31892 -0.62187 -0.7469 -0.4686 0.2631 -0.273
H -1.09715 -0.15309 -1.61724 0.2911 -0.2012 1.7314 0.229
H -1.60646 1.11019 -0.58198 -0.6778 0.2616 0.2168 0.195
H -2.39837 -0.52822 -0.57549 -0.6050 0.3991 0.2154 0.210
H -0.87124 -1.38490 1.10910 -0.0549 0.1240 -0.0467 0.206
H -1.39052 0.12061 1.89780 -0.1794 -0.0092 -1.1740 0.208
H 0.77065 0.96432 1.69302 -0.1658 -0.2463 -0.2730 0.409
H 0.97128 -0.94511 -1.74776 0.7560 -0.2282 -0.0762 0.362


No. 2
51
Properties=species:S:1:pos:R:3:forces:R:3:nbo_charge:R:1 method="wB97M-V/def2-TZVPD" spin_multiplicity=1 homo_ev=0.242 total_charge=-2 e_lumo_ev=4.35 homo_lumo_gap_ev=4.104
Pd -0.40483 -0.55865 -0.22287 0.1788 0.5780 -0.1780 -0.296
Cl 6.98264 -2.89953 -3.04237 0.0042 0.0007 0.0004 -0.082
C 6.30437 -2.34139 -1.51834 -0.0354 -0.0334 -0.0377 -0.141
C 7.03348 -1.44305 -0.73608 -0.0042 0.0269 0.0520 -0.231
C 6.50972 -1.00945 0.44949 0.0715 0.0050 -0.0315 -0.135
Cl 7.44121 0.12024 1.40947 -0.0040 -0.0085 -0.0079 -0.060
C 5.21907 -1.41785 0.98569 -0.0667 0.0638 0.0824 0.416
O 4.79342 -0.99187 2.07235 -0.0233 0.0436 -0.0508 -0.684
C 4.52109 -2.34422 0.11331 -0.0395 -0.0527 0.0314 -0.301
C 3.21122 -2.92087 0.44084 0.0324 0.0050 -0.0633 0.424
O 2.52642 -2.73646 1.41901 0.1242 -0.0422 0.1176 -0.545
C 5.07219 -2.77354 -1.09546 0.0296 0.0156 -0.0174 -0.162
H 8.00273 -1.09045 -1.06358 0.0005 0.0003 -0.0024 0.216
H 2.85358 -3.62494 -0.34571 -0.0195 0.0300 -0.0090 0.083
H 4.50068 -3.46192 -1.70899 0.0018 -0.0043 -0.0008 0.211
N -2.00716 4.70079 -1.58879 -0.0219 -0.0282 -0.0349 -0.817
C -3.35151 4.50076 -1.48339 0.0316 0.0338 -0.0387 0.667
O -4.14888 5.27516 -1.99299 0.0061 0.0057 0.0423 -0.647
C -3.78958 3.30870 -0.70003 -0.0177 -0.0413 0.0166 -0.221
C -5.15156 3.06546 -0.55153 0.0115 -0.0150 -0.0393 -0.144
C -5.55980 1.93379 0.12878 -0.0095 -0.0437 -0.0409 -0.276
C -4.58667 1.08583 0.65343 -0.0270 0.1073 -0.1470 0.067
N -3.28887 1.32956 0.54465 -0.1337 -0.1568 0.3134 -0.364
C -2.90375 2.40006 -0.12631 0.1241 -0.0159 -0.0608 0.074
H -1.71887 5.39633 -2.25466 0.0021 0.0058 0.0105 0.392
H -1.35445 3.96882 -1.36654 0.0004 -0.0098 -0.0147 0.406
H -5.85595 3.75740 -0.99476 -0.0019 0.0024 0.0064 0.226
H -6.60993 1.69339 0.23511 0.0022 0.0001 0.0035 0.206
H -4.85487 0.15993 1.15271 -0.0074 0.0334 0.0513 0.205
H -1.82348 2.48654 -0.21670 -0.0062 0.0046 0.0395 0.203
C 3.09159 2.00475 1.36157 0.0277 -0.0030 0.0949 -0.715
C 1.88410 1.12116 1.16488 -0.1352 0.0836 -0.0043 0.622
C 1.48772 0.20932 2.28247 -0.0089 0.0176 -0.1669 -0.757
O 1.29055 1.15857 0.09837 -0.1724 -0.4568 0.1419 -0.577
H 3.32405 2.15343 2.41479 -0.0140 0.0225 -0.0009 0.211
H 2.93619 2.95956 0.85798 0.0397 -0.0495 -0.0371 0.210
H 3.94765 1.49363 0.92006 0.0653 -0.0193 -0.0329 0.260
H 1.61501 0.69148 3.25465 0.0102 0.0193 -0.0288 0.197
H 2.16307 -0.65102 2.24057 0.0424 -0.0617 0.0784 0.308
H 0.46296 -0.14192 2.11766 0.0665 -0.0027 -0.0162 0.259
F -5.87660 -3.49577 -0.54058 0.0178 0.0111 -0.0018 -0.380
C -4.62880 -2.89969 -0.50888 0.0005 0.0004 -0.0071 0.323
C -4.27516 -2.01793 -1.50719 -0.0206 -0.0062 0.0119 -0.338
C -3.01482 -1.42056 -1.45188 0.0261 0.0103 0.0118 -0.262
C -2.06522 -1.65273 -0.42811 -0.1773 -0.0987 -0.0558 -0.235
C -2.50492 -2.59157 0.53280 0.0191 0.0296 0.0211 -0.258
C -3.76019 -3.20491 0.51546 0.0081 -0.0059 -0.0045 -0.334
H -4.97511 -1.80192 -2.30832 0.0027 0.0009 0.0030 0.195
H -2.76549 -0.72043 -2.24258 0.0002 -0.0035 -0.0016 0.192
H -1.83734 -2.85057 1.34792 -0.0067 0.0001 0.0050 0.197
H -4.06090 -3.91146 1.28261 0.0061 0.0019 -0.0024 0.195